Entry 1:
This record from the OMol25 dataset describes a structure of composition C31H46CoN4P2Si in a non-equilibrium geometry. The level of theory is ωB97M-V with the def2-TZVPD basis set.

```
! RIJCOSX wB97M-V def2-TZVPD def2/J DEFGRID3
* xyz 0 4
Co 0.2617 -2.0339 -1.7944
C 1.0703 -1.8489 1.9911
C 1.1194 -2.6165 0.8947
C 0.4178 -3.9224 0.8351
C -0.8726 -4.0738 -0.0233
C -1.7980 -2.8725 -0.0485
C -1.9646 -2.0370 0.9744
C -1.4765 -2.2953 2.3817
C -0.1223 -1.7803 2.8882
C -1.1619 -0.5647 -2.1036
H 1.8439 -1.0767 2.1868
H 1.9935 -2.5241 0.2137
H 0.1713 -4.3081 1.8367
H 1.1426 -4.6739 0.4290
H -0.6026 -4.3353 -1.0783
H -1.4011 -4.9641 0.3915
H -2.4543 -2.8546 -0.9429
H -2.4355 -1.0472 0.7747
H -1.5604 -3.3936 2.5812
H -2.2240 -1.8296 3.0413
H -0.2051 -0.7567 3.2884
H 0.0387 -2.4081 3.7796
H -1.1562 0.3517 -1.4723
H -2.2086 -0.8751 -2.2967
H -0.7155 -0.3106 -3.1061
P -2.4203 -6.1487 -1.6193
P 1.0409 -6.9215 -0.4479
N -3.9788 -6.3559 -0.8926
N -2.9943 -7.0375 -3.1164
N 0.8306 -7.7454 1.1542
N 2.4868 -7.9034 -0.8146
C -1.6428 -7.6196 -0.8446
C -0.2387 -7.9164 -1.3940
C -5.0449 -5.4696 -1.1103
C -6.1127 -5.8424 -0.3126
C -5.7274 -7.0817 0.3345
C -4.4347 -7.3525 -0.0457
C -3.2406 -6.3152 -4.2859
C -3.4572 -7.1973 -5.3332
C -3.4433 -8.5200 -4.7667
C -3.1290 -8.3817 -3.4194
C 0.9991 -7.0245 2.3459
C 0.5594 -7.7733 3.4152
C 0.1764 -9.0540 2.8920
C 0.3219 -8.9817 1.5223
C 3.1282 -9.0338 -0.2825
C 4.0535 -9.5022 -1.2154
C 4.0075 -8.6176 -2.3373
C 3.0778 -7.6377 -2.0606
H -2.2765 -8.5085 -0.9510
H -1.6031 -7.4178 0.2299
H -0.0239 -8.9903 -1.3442
H -0.2027 -7.6065 -2.4526
H -4.9134 -4.6458 -1.7935
H -7.0559 -5.2931 -0.1718
H -6.3224 -7.6922 0.9940
H -3.7795 -8.1656 0.2604
H -3.1598 -5.2453 -4.2498
H -3.5583 -6.9369 -6.3876
H -3.6372 -9.4471 -5.2762
H -2.9259 -9.1507 -2.6910
H 1.5318 -6.0748 2.3291
H 0.5390 -7.4497 4.4611
H -0.1150 -9.9083 3.4919
H 0.1880 -9.7727 0.7842
H 2.9305 -9.3655 0.7260
H 4.6855 -10.3766 -1.1195
H 4.5970 -8.6775 -3.2376
H 2.7911 -6.7456 -2.5889
C -0.0390 2.6782 -0.7490
Si 1.1307 1.4399 0.0356
C 2.8055 2.3155 0.1926
C 0.5115 1.4123 1.8238
C 1.4005 -0.2468 -0.8709
H 0.0210 3.6908 -0.3187
H -1.0730 2.3470 -0.6240
H 0.1688 2.7976 -1.8170
H 2.8102 3.1713 0.8683
H 3.5663 1.6137 0.5563
H 3.1379 2.6849 -0.7930
H -0.5370 1.0865 1.8044
H 1.0912 0.7420 2.4632
H 0.5564 2.4090 2.2907
H 1.7279 0.1236 -1.8563
H 2.3394 -0.5551 -0.3583
*
```

Summary:
Energy above the lowest of the compared OMol25 structures with the same formula, charge and spin (kcal/mol): 46.0
Molar mass (g mol⁻¹): 623.704
E (eV): -102928.6840
Gap between HOMO and LUMO (spin up / spin down) (eV): 6.16 / 7.25
Highest occupied orbital energy (spin up / spin down) (eV): -7.03 / -8.07

=====

Entry 2:
This record from the OMol25 dataset describes a structure of composition C31H47CeNO3P2S in a non-equilibrium geometry. The level of theory is ωB97M-V with the def2-TZVPD basis set.

```
! RIJCOSX wB97M-V def2-TZVPD def2/J DEFGRID3
* xyz 1 2
Ce 0.3296 -0.2987 -0.6150
C -0.7613 2.0511 0.0763
C -1.2527 1.0226 0.9623
C 0.8923 1.6007 1.6355
C 0.5577 2.4010 0.5119
C -0.1986 0.7222 1.9014
C -1.5556 2.8010 -0.9403
H -2.5179 2.3180 -1.1469
H -1.0188 2.8852 -1.8940
H -1.7614 3.8258 -0.5942
C 1.3696 3.5498 0.0196
H 0.9839 3.9335 -0.9335
H 2.4226 3.2583 -0.1215
H 1.3558 4.3769 0.7481
C 2.0822 1.8104 2.4990
H 2.1278 2.8434 2.8643
H 3.0139 1.6082 1.9489
H 2.0560 1.1462 3.3677
C -0.3063 -0.1692 3.0934
H -0.4010 0.4118 4.0251
H 0.5907 -0.7910 3.1943
H -1.1778 -0.8328 3.0377
C -2.6564 0.5208 1.0485
H -3.2474 1.1050 1.7728
H -2.6988 -0.5265 1.3770
H -3.1826 0.5773 0.0887
C -2.3225 -3.5751 -4.8098
C -3.5096 -2.9559 -4.7315
C -4.8016 -3.6403 -4.4048
C -4.7135 -4.8218 -3.3866
C -3.6898 -4.7029 -2.2981
C -2.4902 -5.3087 -2.3653
C -1.8450 -5.8236 -3.6177
C -2.2058 -5.0601 -4.9252
H -5.2877 -4.0644 -5.3084
H -4.5738 -5.7706 -3.9378
H -5.5026 -2.8867 -4.0050
H -3.1466 -5.4783 -5.3362
H -1.4090 -3.0238 -5.0221
H -3.6162 -1.9312 -5.1006
H -1.4141 -5.2891 -5.6640
H -0.7492 -5.8014 -3.4843
H -1.9488 -5.5628 -1.4473
H -2.1308 -6.8750 -3.7956
H -5.7065 -4.8924 -2.9091
H -4.0333 -4.2339 -1.3731
P -1.4731 -1.2170 -2.4919
P -0.1265 -2.9663 0.4738
C -0.8883 -2.9657 -2.3228
C 0.0172 -3.5997 -1.2557
H -0.4951 -3.2504 -3.3067
H -1.8922 -3.3884 -2.2572
H -0.1898 -4.6724 -1.1997
H 1.0629 -3.5109 -1.5736
C 1.3246 -3.6777 1.3090
H 1.4575 -3.1441 2.2571
H 2.2309 -3.5120 0.7224
H 1.1871 -4.7519 1.4935
C -1.5226 -3.8342 1.2754
H -1.4304 -4.9293 1.2135
H -2.4744 -3.5165 0.8339
H -1.5288 -3.5318 2.3332
C -0.7031 -0.7083 -4.0597
H -0.9310 0.3492 -4.2211
H -1.0641 -1.2834 -4.9208
H 0.3891 -0.8152 -3.9869
C -3.2517 -0.9314 -2.4338
H -3.5957 -1.0189 -1.3970
H -3.8458 -1.6034 -3.0603
H -3.4221 0.1039 -2.7669
O 3.4029 -1.1081 1.9270
S 4.0772 -0.9288 0.6496
O 4.9320 0.5229 0.7538
N 2.8092 -0.3663 -0.3151
C 2.9828 0.5420 -1.2760
O 1.8959 0.8598 -1.9286
C 4.2540 1.2125 -1.4592
C 4.4439 2.1532 -2.4920
C 5.6332 2.8773 -2.5786
C 6.6169 2.7344 -1.5894
C 6.3855 1.9153 -0.4839
C 5.1984 1.1828 -0.4402
H 3.6555 2.2520 -3.2479
H 5.8186 3.5203 -3.4397
H 7.5689 3.2582 -1.6658
H 7.0808 1.8225 0.3450
*
```

Summary:
Molar mass (g mol⁻¹): 715.852
E (eV): -82877.8547
Gap between HOMO and LUMO (spin up / spin down) (eV): 7.42 / 7.42
Highest occupied orbital energy (spin up / spin down) (eV): -9.95 / -9.93

=====

Entry 3:
This record from the OMol25 dataset describes a structure of composition C31H47Cl2IN5O3P2RbS2. The level of theory is ωB97M-V with the def2-TZVPD basis set.

```
! RIJCOSX wB97M-V def2-TZVPD def2/J DEFGRID3
* xyz -2 1
Rb -0.2039 0.0209 -0.0577
Cl -1.0219 2.2047 2.1082
C -0.5916 0.7774 3.0819
Cl 1.1452 0.3705 2.9242
H -1.1525 -0.1077 2.6852
H -0.7690 1.0248 4.1232
S -2.9750 1.1976 -1.7101
C -2.5876 1.8525 -3.2676
C -3.6135 2.4919 -3.9781
C -3.4368 3.0822 -5.2213
C -4.5450 3.7075 -5.8712
N -5.4500 4.2089 -6.3814
C -2.1600 3.0505 -5.8113
C -1.1274 2.4227 -5.1262
C -1.2856 1.8133 -3.8761
S 0.1112 1.0612 -3.1673
C -1.9069 3.6361 -7.0882
N -1.6880 4.1145 -8.1150
H -4.5936 2.5206 -3.5173
H -0.1427 2.3937 -5.5745
C 0.8676 -4.7075 -1.3138
C 1.5293 -3.6294 -0.6002
N 2.0435 -2.7739 -0.0388
H 0.3335 -4.2955 -2.1693
H 0.1488 -5.1910 -0.6532
H 1.6033 -5.4328 -1.6573
I 4.2873 -1.4474 -3.7793
C 4.2239 -0.9802 -1.7531
C 5.1363 -1.5265 -0.8638
C 5.0198 -1.2007 0.4778
C 3.9924 -0.3548 0.8614
N 3.1282 0.1759 0.0062
C 3.2388 -0.1232 -1.2832
H 5.9106 -2.1977 -1.2110
H 5.7001 -1.6078 1.2142
H 3.8530 -0.0989 1.9058
H 2.5231 0.3332 -1.9575
C 2.5210 3.4540 1.6545
O 1.8504 4.0240 0.5488
P 1.2809 2.9490 -0.5992
O 2.6065 2.8061 -1.5313
C 2.9211 3.7418 -2.5520
O 0.4998 4.0867 -1.4420
C -0.8864 4.2766 -1.1474
H 3.3130 4.1407 1.9625
H 2.9728 2.4887 1.4057
H 1.8295 3.3031 2.4880
H 3.9343 3.5133 -2.8874
H 2.8812 4.7669 -2.1776
H 2.2211 3.6259 -3.3806
H -1.3147 4.8289 -1.9844
H -0.9965 4.8639 -0.2311
H -1.4087 3.3237 -1.0499
C -2.2855 -4.0399 -0.2202
C -3.5496 -3.4251 0.3967
C -4.5825 -4.5373 0.6227
C -4.1186 -2.4698 -0.6554
P -2.9896 -2.3861 1.9069
N -1.7256 -1.5532 1.6755
C -4.5219 -1.3331 2.3982
C -5.8941 -2.0163 2.4210
C -4.5828 -0.1359 1.4370
C -4.2715 -0.7570 3.7984
C -2.7380 -3.6425 3.3466
C -3.9606 -4.3634 3.9197
C -1.7287 -4.6988 2.8804
C -2.0358 -2.8738 4.4735
H -2.4725 -4.2810 -1.2697
H -1.9952 -4.9606 0.2860
H -1.4618 -3.3260 -0.1563
H -4.8522 -4.9720 -0.3465
H -5.5046 -4.1740 1.0788
H -4.1971 -5.3486 1.2413
H -4.2274 -3.0147 -1.5980
H -3.4652 -1.6218 -0.8508
H -5.1052 -2.0910 -0.3913
H -6.2117 -2.3308 1.4284
H -6.6438 -1.3025 2.7833
H -5.9270 -2.8843 3.0810
H -5.0492 -0.3736 0.4843
H -3.5832 0.2402 1.2244
H -5.1685 0.6658 1.8986
H -4.3644 -1.5031 4.5873
H -5.0151 0.0214 3.9941
H -3.2822 -0.3058 3.8628
H -4.5170 -4.9186 3.1637
H -4.6507 -3.6749 4.4070
H -3.6346 -5.0837 4.6809
H -2.1614 -5.4204 2.1899
H -1.3720 -5.2567 3.7533
H -0.8736 -4.2173 2.4058
H -2.7158 -2.2386 5.0367
H -1.2482 -2.2523 4.0462
H -1.5956 -3.5895 5.1755
*
```

Summary:
Energy above the lowest of the compared OMol25 structures with the same formula, charge and spin (kcal/mol): 23.3
Molar mass (g mol⁻¹): 947.109
E (eV): -120554.1402
Gap between HOMO and LUMO (eV): 4.37
Highest occupied orbital energy (eV): -1.12

=====

Entry 4:
This record from the OMol25 dataset describes a structure of composition C31H47DyNO2P2S2 in a non-equilibrium geometry. The level of theory is ωB97M-V with the def2-TZVPD basis set.

```
! RIJCOSX wB97M-V def2-TZVPD def2/J DEFGRID3
* xyz 1 6
Dy 0.4148 0.6674 1.4627
C 1.4230 0.5923 3.7184
C 2.4397 1.1165 2.8480
C 0.7217 2.6770 2.9596
C 0.3584 1.5590 3.7826
C 2.0066 2.4086 2.3861
C 1.5457 -0.6646 4.4810
H 2.2271 -1.3747 3.9991
H 0.5700 -1.1435 4.6221
H 1.9301 -0.4617 5.4907
C -0.9848 1.3481 4.3556
H -1.0777 0.3289 4.7504
H -1.7876 1.5156 3.6158
H -1.1626 2.0286 5.1998
C -0.1781 3.8010 2.5949
H -0.2185 4.5383 3.4080
H -1.2098 3.4599 2.4235
H 0.1674 4.3263 1.6956
C 2.8009 3.3467 1.5541
H 3.3498 4.0532 2.1962
H 2.1600 3.9335 0.8858
H 3.5390 2.8207 0.9397
C 3.8011 0.5461 2.6943
H 4.4822 1.0069 3.4260
H 4.2222 0.7181 1.6980
H 3.8107 -0.5332 2.8725
C -0.2676 -1.4777 0.3799
C 0.8304 -1.7288 1.1727
C 2.2235 -1.9929 0.6370
C 2.6505 -1.0455 -0.5095
C 2.2037 0.3919 -0.3462
C 1.0635 0.9234 -0.9142
C 0.0246 0.1106 -1.6711
C -0.3228 -1.3031 -1.1221
H 2.2907 -3.0339 0.2702
H 2.3047 -1.4568 -1.4707
H 2.9433 -1.9248 1.4693
H 0.2752 -2.0754 -1.6334
H -1.2603 -1.5564 0.8486
H 0.6294 -2.0626 2.2066
H -1.3755 -1.4956 -1.4060
H -0.9044 0.7071 -1.6972
H 0.9806 2.0168 -1.0435
H 0.3307 -0.0050 -2.7278
H 3.7548 -1.0455 -0.5435
H 3.0146 1.0735 -0.0537
P -0.5252 -0.0521 -5.8896
P -0.1782 2.6508 -7.4042
C -0.5379 -0.1310 -7.7618
C -0.8777 1.2237 -8.3905
H -1.2789 -0.8852 -8.0610
H 0.4552 -0.4811 -8.0811
H -0.4960 1.2905 -9.4193
H -1.9659 1.3831 -8.4142
C -0.9791 4.0207 -8.3338
H -0.5180 4.9637 -8.0161
H -2.0443 4.0439 -8.0748
H -0.8626 3.8996 -9.4188
C 1.4683 2.7279 -8.2327
H 1.3539 2.7388 -9.3248
H 2.0788 1.8706 -7.9255
H 1.9610 3.6510 -7.9027
C -1.9657 -1.1532 -5.5639
H -2.0157 -1.3642 -4.4877
H -1.8696 -2.0930 -6.1243
H -2.8833 -0.6322 -5.8657
C 0.8230 -1.2621 -5.5599
H 1.7794 -0.8032 -5.8407
H 0.6708 -2.1840 -6.1369
H 0.8447 -1.4949 -4.4863
O -1.7818 -0.6470 8.1864
S -1.3241 -1.8110 7.4664
O -0.3318 -2.6634 8.1158
N -0.9713 -1.4784 5.8707
C -1.8217 -2.0498 4.9968
S -1.9305 -1.7701 3.3526
C -2.8252 -2.8839 5.6282
C -3.8936 -3.5280 5.0254
C -4.8086 -4.1663 5.8499
C -4.6785 -4.1302 7.2582
C -3.6185 -3.4321 7.8582
C -2.7121 -2.8144 7.0171
H -3.9660 -3.4998 3.9414
H -5.6386 -4.6982 5.4035
H -5.4028 -4.6389 7.8960
H -3.4724 -3.3504 8.9441
*
```

Summary:
Energy above the lowest of the compared OMol25 structures with the same formula, charge and spin (kcal/mol): 0.0
Molar mass (g mol⁻¹): 754.304
E (eV): -102816.6329
Gap between HOMO and LUMO (spin up / spin down) (eV): 4.62 / 4.81
Highest occupied orbital energy (spin up / spin down) (eV): -9.80 / -9.80

=====

Entry 5:
This record from the OMol25 dataset describes a cluster of 2 separate species, C31H47F2I2N4O8P in total in a non-equilibrium geometry. The level of theory is ωB97M-V with the def2-TZVPD basis set.

```
! RIJCOSX wB97M-V def2-TZVPD def2/J DEFGRID3
* xyz 0 1
C 2.7765 2.5710 -3.8752
C 1.5193 2.8880 -4.6955
C 0.5023 3.7464 -3.9232
C -0.7995 3.0057 -3.5913
C -0.5609 1.9378 -2.5277
C -1.7098 0.9287 -2.3828
C -1.2512 -0.5276 -2.1348
C -2.0173 -1.2837 -1.0412
C -1.6905 -0.8786 0.4054
C -0.5155 -1.5703 1.1225
N -0.9604 -2.7736 1.9070
C -2.1017 -2.6783 2.7538
O -3.2321 -2.8254 2.4298
F -1.7944 -2.4910 4.0106
C -1.0362 -3.9710 1.1281
O -0.2777 -4.8618 1.2007
F -2.0914 -4.0403 0.3412
O 0.2147 -2.2423 0.0510
C 1.5691 -2.1243 0.1424
O 2.2199 -2.2738 -0.8440
C 1.9503 -1.6876 1.5732
C 2.0112 -3.0181 2.4397
I 1.2962 -3.1404 4.4323
C 2.6302 -4.1294 2.0028
C 3.3416 -4.3230 0.6943
I 2.7821 -5.9319 3.1036
C 3.4048 -1.1411 1.8233
C 3.5667 -0.6026 3.2764
C 4.1724 -0.1758 0.8992
C 4.6585 -0.6971 -0.4594
C 5.8466 0.1807 -0.9337
C 0.6586 -0.7018 1.7075
C 0.3123 -0.0680 3.0969
C -0.8501 0.9262 3.3731
N -2.1257 0.2385 3.6125
N -1.0158 2.0805 2.4713
N -0.4961 1.4910 4.6888
P 0.8297 0.8822 0.6345
O 1.7555 0.5188 -0.6741
O 1.7580 1.8696 1.5479
H 2.4909 1.9218 -3.0451
H 3.5135 2.0211 -4.4582
H 3.2226 3.4742 -3.4624
H 1.8474 3.3952 -5.6015
H 1.0747 1.9293 -4.9667
H 0.2393 4.5901 -4.5650
H 0.9583 4.1599 -3.0230
H -1.4833 3.7538 -3.1845
H -1.1846 2.5568 -4.5059
H -0.3604 2.3932 -1.5582
H 0.3245 1.3710 -2.8164
H -2.2689 0.9521 -3.3168
H -2.4219 1.2111 -1.6055
H -1.4433 -1.0891 -3.0507
H -0.1796 -0.6064 -1.9592
H -1.9801 -2.3522 -1.2189
H -3.0660 -1.0144 -1.1660
H -1.5898 0.2047 0.4133
H -2.6066 -1.0670 0.9677
H 4.1136 -5.0801 0.7841
H 3.7641 -3.4158 0.2841
H 2.6312 -4.6981 -0.0453
H 4.0571 -2.0095 1.8168
H 3.6865 0.4842 3.2377
H 2.7369 -0.8420 3.9244
H 4.4989 -0.9721 3.6951
H 5.0985 0.0288 1.4468
H 3.7316 0.8025 0.7541
H 3.8896 -0.6066 -1.2125
H 5.0349 -1.7120 -0.3684
H 5.8021 0.3891 -2.0000
H 5.8508 1.1418 -0.4153
H 6.8020 -0.2871 -0.7015
H 0.1241 -0.8777 3.7891
H 1.1902 0.4223 3.4954
H -2.5000 -0.1194 2.7402
H -2.7986 0.9404 3.9015
H -1.4885 2.8062 2.9984
H -1.6323 1.8723 1.6945
H -0.0802 2.4052 4.5877
H -1.2869 1.4950 5.3136
H 2.5096 1.1192 -0.7407
H 2.4121 1.4115 2.0953
C -6.0454 0.1178 -0.7621
C -7.1112 0.7767 -0.3163
C -7.6907 1.9114 -1.0808
O -8.6593 2.5133 -0.6738
C -7.0353 2.2805 -2.3619
C -5.9694 1.6212 -2.8074
C -5.3924 0.4879 -2.0436
O -4.4194 -0.1129 -2.4469
H -5.6071 -0.7127 -0.2213
H -7.6050 0.5238 0.6133
H -7.4743 3.1097 -2.9017
H -5.4745 1.8736 -3.7367
*
```

Summary:
Energy above the lowest of the compared OMol25 structures with the same formula, charge and spin (kcal/mol): 0.0
Molar mass (g mol⁻¹): 926.515
E (eV): -86172.2170
Gap between HOMO and LUMO (eV): 6.65
Highest occupied orbital energy (eV): -8.37